The ion H3N6 with charge +1 in a non-equilibrium geometry, computed with ωB97M-V with the def2-TZVPD basis set.

Structure (XYZ):
```
9
Properties=species:S:1:pos:R:3:mulliken_charge:R:1
H -1.287 1.499 -0.578 0.327
N -0.155 0.191 0.052 0.734
H -2.018 0.305 0.603 0.306
N 0.423 -1.100 -0.064 0.152
H -0.132 -1.901 0.187 0.323
N -1.381 0.615 -0.119 -0.491
N 1.700 -0.904 -0.048 -0.089
N 0.888 0.989 0.032 -0.171
N 1.963 0.306 -0.064 -0.092
```

Its molar mass is 87.1 Da. As for the spin multiplicity: 1. As for the calculated total energy: -329.8952 hartree. The net charge is +1. Its energy above the lowest of the compared OMol25 structures with the same formula, charge and spin is 121.8 kJ/mol. For the frontier orbital gap, the calculation gives 10.28 eV.